{
  "formula": "C36H28Br2CoN5O3S",
  "method": "the ωB97M-V functional and the def2-TZVPD basis",
  "species": ["Co", "O", "C", "C", "C", "C", "C", "C", "C", "N", "C", "C", "N", "C", "C", "C", "C", "C", "C", "C", "O", "H", "H", "H", "H", "H", "H", "H", "H", "H", "H", "H", "H", "H", "H", "C", "C", "C", "C", "C", "C", "Br", "C", "C", "Br", "C", "O", "C", "N", "H", "H", "H", "H", "H", "H", "S", "C", "C", "C", "N", "C", "C", "C", "C", "C", "N", "C", "C", "H", "H", "H", "H", "H", "H", "H", "H"],
  "xyz": [[-0.45, -2.04, 0.08], [-0.52, -2.13, 2.06], [-1.54, -2.28, 2.81], [-1.37, -2.40, 4.23], [-2.43, -2.57, 5.07], [-3.75, -2.64, 4.59], [-3.96, -2.52, 3.24], [-2.90, -2.33, 2.33], [-3.25, -2.20, 0.94], [-2.45, -1.96, -0.03], [-3.03, -1.92, -1.39], [-1.91, -1.64, -2.41], [-0.74, -2.36, -1.94], [-0.12, -3.17, -2.70], [0.84, -4.14, -2.24], [1.67, -4.77, -3.18], [2.53, -5.78, -2.84], [2.55, -6.21, -1.49], [1.74, -5.64, -0.55], [0.84, -4.57, -0.86], [0.06, -4.10, 0.04], [-0.35, -2.35, 4.60], [-2.25, -2.67, 6.14], [-4.58, -2.77, 5.27], [-4.97, -2.58, 2.84], [-4.32, -2.33, 0.71], [-3.81, -1.15, -1.45], [-3.48, -2.88, -1.62], [-1.68, -0.58, -2.44], [-2.22, -1.97, -3.41], [-0.35, -3.18, -3.77], [1.63, -4.42, -4.21], [3.17, -6.25, -3.58], [3.22, -7.01, -1.20], [1.77, -5.97, 0.48], [-1.63, 1.19, 2.61], [-0.15, 1.27, 2.36], [0.65, 2.21, 3.05], [2.00, 2.22, 2.86], [2.59, 1.27, 1.99], [3.98, 1.16, 1.75], [5.21, 2.34, 2.61], [4.47, 0.20, 0.91], [3.60, -0.69, 0.27], [4.32, -2.00, -0.89], [2.21, -0.66, 0.43], [1.44, -1.46, -0.19], [1.71, 0.37, 1.33], [0.37, 0.42, 1.52], [-2.05, 2.16, 2.89], [-1.83, 0.48, 3.42], [-2.14, 0.81, 1.72], [0.19, 2.91, 3.73], [2.62, 2.93, 3.37], [5.53, 0.12, 0.74], [0.14, 5.53, -0.13], [-0.06, 3.79, -0.55], [-1.32, 3.23, -0.58], [-1.44, 1.90, -0.98], [-0.40, 1.15, -1.34], [0.81, 1.70, -1.29], [1.03, 3.01, -0.89], [0.37, 6.17, -1.79], [1.64, 6.39, -2.29], [1.76, 6.83, -3.61], [0.73, 7.05, -4.41], [-0.49, 6.85, -3.90], [-0.72, 6.42, -2.61], [-2.20, 3.80, -0.29], [-2.41, 1.41, -1.00], [1.64, 1.06, -1.56], [2.04, 3.41, -0.83], [2.51, 6.22, -1.68], [2.75, 6.99, -4.03], [-1.32, 7.05, -4.57], [-1.73, 6.27, -2.24]],
  "spin_multiplicity": 4,
  "mol_weight_da": 829.460,
  "homo_lumo_gap_ev": [6.3, 6.3],
  "total_charge": -1,
  "s2": 3.759,
  "homo_energy_ha": [-0.160, -0.158],
  "lumo_energy_ha": [0.0720, 0.0720]
}